Below is a 4-piece molecular cluster, C17H34BFIO16S3 overall in a non-equilibrium geometry, with properties calculated with the ωB97M-V functional and the def2-TZVPD basis.

Structure (ORCA input):
```
! wB97M-V def2-TZVPD RIJCOSX def2/J DEFGRID3
* xyz -1 1
C 7.7418 2.8809 1.3319
C 7.1157 1.5485 0.9606
O 5.7441 1.6412 1.2370
C 5.0528 0.3740 1.1719
C 4.0888 0.3469 -0.0243
O 2.7948 0.0005 0.3651
B 1.7921 0.9405 -0.1822
O 1.6420 2.1473 0.6386
C 0.3509 2.1380 1.2295
C -0.5183 1.4364 0.1435
C -1.6682 0.7286 0.8949
C -2.9291 1.5763 1.1520
C -2.9923 2.1427 2.5599
I -4.8555 3.1935 2.8633
C -0.9911 2.3092 -1.0239
C -1.0336 3.8036 -0.7577
F -0.2644 2.0790 -2.1902
O 0.3691 0.4037 -0.1981
H 8.7405 2.9822 0.9109
H 7.1260 3.6568 0.8910
H 7.8036 3.0015 2.4071
H 7.3016 1.3795 -0.1062
H 7.5957 0.7599 1.5456
H 5.8103 -0.3989 1.0572
H 4.4908 0.2548 2.0922
H 4.4810 -0.3789 -0.7552
H 4.1570 1.3329 -0.4797
H 2.0374 1.1487 -1.3820
H 0.4660 1.5215 2.1211
H 0.1580 3.1876 1.4426
H -1.9387 -0.1634 0.3349
H -1.3013 0.3852 1.8571
H -3.0840 2.3896 0.4492
H -3.7939 0.9249 1.0350
H -2.1883 2.8474 2.7214
H -2.9756 1.3296 3.2730
H -2.0179 2.0046 -1.2454
H -1.2773 4.0142 0.2743
H -0.0644 4.2221 -1.0051
H -1.8137 4.2736 -1.3484
C -2.6987 -1.0093 -3.0653
C -3.2810 -2.2790 -3.6430
O -4.2237 -2.7241 -2.6452
S -4.8685 -1.4538 -1.9243
O -6.1242 -1.1625 -2.5210
O -4.7255 -1.6218 -0.5201
O -3.8117 -0.3639 -2.4238
H -1.9391 -1.2220 -2.3091
H -2.2795 -0.3552 -3.8248
H -2.5084 -3.0255 -3.8088
H -3.8290 -2.0844 -4.5688
C 1.5988 -1.1765 -3.7593
C 2.4310 -2.2189 -3.0519
O 1.5757 -3.3787 -3.0044
S 0.6574 -3.4135 -4.3051
O 1.2205 -4.2848 -5.2732
O -0.6925 -3.5618 -3.8776
O 0.8852 -1.9076 -4.7829
H 0.8746 -0.7198 -3.0815
H 2.2060 -0.3999 -4.2133
H 2.7143 -1.9103 -2.0480
H 3.3231 -2.4800 -3.6257
C -4.3291 -2.7101 3.5186
C -3.0636 -1.9147 3.2886
O -2.5720 -1.6405 4.6106
S -2.9358 -2.8605 5.5819
O -1.8177 -3.7265 5.6903
O -3.5852 -2.3403 6.7306
O -4.0213 -3.5625 4.6324
H -5.1624 -2.0629 3.7989
H -4.6071 -3.3076 2.6553
H -3.2495 -0.9876 2.7534
H -2.3134 -2.5000 2.7540
*
```

Kohn-Sham gap = 7.472 eV
E_HOMO = -5.4 eV

Below is a 2-piece molecular cluster, C17H34BrClNO11P2 overall in a non-equilibrium geometry, with properties calculated with the ωB97M-V functional and the def2-TZVPD basis.

Structure (ORCA input):
```
! wB97M-V def2-TZVPD RIJCOSX def2/J DEFGRID3
* xyz -1 1
C -6.9512 -2.4408 -1.0718
C -5.6720 -2.7500 -2.0989
O -5.7511 -1.9987 -3.3675
C -4.6209 -1.0157 -3.4594
O -3.7149 -1.2615 -4.4417
C -4.4772 0.3029 -2.4957
C -2.9346 0.5600 -1.9301
C -2.7634 0.0445 -0.3457
N -1.5258 -0.7253 -0.2739
P -0.0146 0.2005 -0.3939
O -0.2838 1.9342 -0.4417
Cl 0.9263 -0.2285 -2.2973
C -1.4458 -2.0058 0.4324
C -2.7761 -2.7158 1.0207
O -3.5680 -3.6186 0.4186
O -3.2370 -2.2859 2.3832
C -0.7601 -3.0970 -0.6372
Br -0.4819 -4.9183 0.1302
C -1.5609 -3.0996 -2.1058
C -0.9723 -4.2548 -3.1235
P -0.1817 -1.9382 1.9153
O -0.3694 -0.6106 2.8013
O -0.4466 -3.2715 3.0604
O 1.4887 -2.1565 1.3747
H -6.5249 -2.1070 -0.0136
H -7.5501 -1.5321 -1.5215
H -7.6090 -3.3923 -0.8663
H -4.7203 -2.3158 -1.5262
H -5.5727 -3.9248 -2.2462
H -5.2503 0.1637 -1.6087
H -4.8320 1.2531 -3.0882
H -2.2308 -0.0885 -2.6287
H -2.7210 1.7065 -2.0453
H -3.7851 -0.4209 -0.0680
H -2.6674 1.0569 0.2787
H 0.5945 2.3655 -0.7328
H 0.3237 -2.6717 -0.9018
H -2.7254 -3.0971 -1.9913
H -1.2719 -2.0524 -2.6003
H -1.1472 -3.9613 -4.2590
H 0.1918 -4.3821 -2.9945
H -1.5879 -5.2371 -2.9365
H 0.2246 -3.9936 2.8461
H 2.1134 -1.5946 1.9251
C 5.7837 0.4710 1.3837
O 5.7542 1.8871 1.3634
C 5.3250 2.4116 0.1072
C 4.5600 3.7272 0.3031
O 3.2450 3.5526 0.8541
C 3.1820 3.1680 2.2336
C 3.6180 4.2682 3.2045
O 5.0404 4.4141 3.1948
C 5.4573 5.7543 3.4103
H 6.6231 0.1040 0.7878
H 5.9168 0.1498 2.4189
H 4.8448 0.0504 1.0208
H 4.6928 1.7035 -0.4240
H 6.2248 2.6033 -0.4921
H 4.4024 4.1738 -0.6887
H 5.1316 4.4485 0.8736
H 3.7174 2.2357 2.4087
H 2.1246 2.9553 2.4269
H 3.3282 3.9964 4.2247
H 3.1241 5.2084 2.9345
H 4.9581 6.4337 2.7134
H 6.5312 5.8092 3.2245
H 5.2566 6.0504 4.4428
*
```

Kohn-Sham gap = 7.105 eV
E_HOMO = -4.9 eV

Below is C17H34Cl14N2O2 as an isolated structure in a non-equilibrium geometry, with properties calculated with the ωB97M-V functional and the def2-TZVPD basis.

Structure (ORCA input):
```
! wB97M-V def2-TZVPD RIJCOSX def2/J DEFGRID3
* xyz 0 1
Cl -11.6386 -4.2906 -21.7540
C -9.8992 -4.4909 -21.9230
C -9.1109 -3.5892 -21.0331
Cl -9.3130 -3.8954 -19.3500
H -9.7122 -4.3626 -22.9891
H -9.7305 -5.5455 -21.7054
H -9.4974 -2.5987 -21.2730
H -8.0500 -3.6256 -21.2808
Cl -7.3564 0.4610 -23.6161
C -6.7609 -1.1789 -23.7058
C -7.3549 -2.2151 -22.6390
Cl -9.1001 -2.6243 -22.9324
H -5.6964 -0.9995 -23.5550
H -6.9445 -1.5931 -24.6972
H -7.2439 -1.7681 -21.6511
H -6.8096 -3.1515 -22.7566
Cl -3.5736 4.0161 -22.1964
C -4.5422 2.6792 -21.4698
C -4.7169 1.4630 -22.4371
Cl -5.5734 2.0002 -23.9042
H -5.4911 3.0608 -21.0929
H -3.9539 2.5158 -20.5668
H -5.1867 0.5953 -21.9738
H -3.7388 1.0830 -22.7322
Cl -7.3626 -2.8120 -20.4216
C -5.5774 -2.5832 -20.0310
C -5.2017 -1.2450 -19.4586
Cl -5.6234 0.0354 -20.5695
H -5.1336 -2.7183 -21.0173
H -5.2383 -3.3584 -19.3439
H -4.1121 -1.2768 -19.4640
H -5.6388 -0.9925 -18.4926
Cl -3.4073 0.0974 -20.7911
C -2.1030 -0.8101 -20.1124
C -1.9466 -2.2481 -20.6008
Cl -0.5645 -2.9631 -19.7529
H -2.3900 -0.6686 -19.0704
H -1.1658 -0.2707 -20.2496
H -1.6530 -2.2261 -21.6503
H -2.8653 -2.8333 -20.5619
C -3.7682 -6.7305 -22.2169
O -3.2576 -7.3535 -23.1401
N -3.5273 -5.4290 -21.8768
C -4.3000 -4.7837 -20.8322
C -2.5783 -4.5115 -22.5889
H -4.5218 -7.2644 -21.6177
H -5.1576 -5.3746 -20.5103
H -4.7561 -3.8168 -21.0444
H -3.7436 -4.7028 -19.8984
H -3.0237 -3.5839 -22.9484
H -1.7541 -4.2812 -21.9138
H -2.2000 -4.9616 -23.5067
C -4.6392 0.4991 -18.1066
O -5.3961 -0.2404 -17.4169
N -3.2725 0.7647 -17.8243
C -2.5523 1.9159 -18.4765
C -2.6258 0.2693 -16.6118
H -4.9796 0.9630 -19.0452
H -2.3315 2.7591 -17.8219
H -3.1493 2.1742 -19.3511
H -1.5509 1.7194 -18.8595
H -2.7915 -0.7850 -16.3901
H -1.5461 0.3976 -16.6887
H -3.0006 0.8059 -15.7403
C -6.8456 -2.5149 -16.8492
Cl -7.2013 -0.7550 -16.7007
Cl -5.1117 -2.7634 -17.3277
Cl -7.1671 -3.2934 -15.2734
Cl -7.8555 -3.3764 -18.1106
*
```

Kohn-Sham gap = 8.350 eV
E_HOMO = -8.4 eV

Question: Which value of E_HOMO does entry 3 give?
Answer: -8.4 eV

Question: Among the records above, which one has the highest Kohn-Sham gap?
Answer: C17H34Cl14N2O2

Question: Which of these has the highest Kohn-Sham gap?
Answer: C17H34Cl14N2O2